This record from the Open Molecules 2025 dataset describes 2 unconnected molecules or ions with the total composition C5H12N2O2 in a non-equilibrium geometry. The level of theory is wB97M-V/def2-TZVPD.

Structure (XYZ):
```
21
Properties=species:S:1:pos:R:3:forces:R:3:mulliken_charge:R:1
C -0.804 1.492 1.546 1.327 -0.304 -0.105 -0.902
C -1.376 0.456 0.627 -2.498 0.022 -0.156 0.883
O -1.988 -0.535 1.385 0.488 0.778 0.264 -0.255
O -3.107 -1.101 0.727 0.291 -0.192 -0.588 -0.372
N -1.712 0.505 -0.598 0.795 -0.383 0.590 -0.830
H -2.913 -0.823 -0.205 -0.127 -0.057 0.149 0.394
H -1.179 1.159 -1.158 -0.189 0.149 0.188 0.245
H -1.347 2.433 1.471 -0.206 -0.197 -0.034 0.278
H 0.236 1.673 1.282 -0.026 0.183 -0.071 0.247
H -0.788 1.133 2.572 -0.238 -0.006 0.018 0.302
C 1.167 -1.942 -0.176 -0.699 0.057 0.199 -1.058
N 0.966 0.521 -1.888 -0.468 0.110 -0.944 -0.492
C 1.558 0.510 -0.626 1.151 -1.059 -0.110 -0.473
C 1.646 -0.574 0.176 0.647 0.640 -1.131 0.068
H 0.910 1.373 -2.429 0.352 0.123 0.592 0.226
H 1.164 -0.225 -2.544 -0.094 -0.272 0.529 0.134
H 2.187 1.366 -0.418 -0.376 0.332 0.429 0.392
H 2.335 -0.518 1.008 -0.218 0.282 0.269 0.393
H 0.919 -2.045 -1.232 0.129 -0.060 -0.051 0.288
H 1.884 -2.707 0.119 0.066 0.036 -0.107 0.343
H 0.242 -2.150 0.364 -0.105 -0.182 0.070 0.189
```
Positions in Å, forces in eV/Å.

Computed properties:
E_LUMO   0.79 eV
Max |F|   2.503 eV/A
Frontier orbital gap   9.2 eV
HOMO   -8.424 eV
SMILES string   [H]/N=C(\C)OO.C/C=C\N
Charge   0

***

This record from the Open Molecules 2025 dataset describes 2 unconnected molecules or ions with the total composition C5H12N2O3 in a non-equilibrium geometry. The level of theory is wB97M-V/def2-TZVPD.

Structure (XYZ):
```
22
Properties=species:S:1:pos:R:3:forces:R:3:mulliken_charge:R:1
C 0.757 -0.913 -0.349 -0.437 -0.818 -0.451 0.287
C 4.017 0.336 0.134 -0.452 -0.039 -0.090 -1.179
C -3.468 -0.582 -0.453 0.226 0.168 0.351 -1.108
C 2.557 0.303 0.554 0.306 -0.005 0.533 -0.230
C -2.675 -0.430 0.839 -0.052 -0.624 -0.425 0.014
N -0.368 2.014 0.130 0.594 1.194 0.020 -0.702
N -0.946 0.961 0.133 -0.697 -1.199 -0.355 0.401
O 0.480 -1.464 0.681 0.088 -0.127 0.257 -0.585
O 1.751 -0.082 -0.564 0.523 0.417 -0.285 -0.265
O -2.071 0.854 0.928 0.220 1.366 0.453 -0.292
H 0.228 -1.087 -1.300 0.069 0.036 0.174 0.377
H 4.330 -0.643 -0.223 0.058 -0.066 -0.002 0.312
H 4.158 1.059 -0.664 0.095 0.066 -0.069 0.296
H 4.635 0.615 0.983 0.065 0.044 0.065 0.373
H -2.800 -0.469 -1.304 -0.006 -0.047 -0.103 0.303
H -3.927 -1.566 -0.487 -0.073 -0.131 -0.057 0.349
H -4.245 0.176 -0.515 -0.085 0.041 -0.033 0.300
H 2.218 1.295 0.869 -0.008 -0.161 -0.021 0.283
H 2.391 -0.411 1.369 0.025 0.199 -0.150 0.339
H -1.894 -1.193 0.907 -0.136 0.099 0.097 0.170
H -3.325 -0.486 1.716 0.126 0.006 -0.086 0.306
H -0.756 2.771 0.719 -0.450 -0.418 0.180 0.249
```
Positions in Å, forces in eV/Å.

Computed properties:
E_LUMO   1.10 eV
Max |F|   1.455 eV/A
Frontier orbital gap   11.1 eV
HOMO   -9.965 eV
SMILES string   [H]/N=N\OCC.CCOC=O
Charge   0

***

This record from the Open Molecules 2025 dataset describes a gas-phase ion, C5H12N3 (charge +1) in a non-equilibrium geometry. The level of theory is wB97M-V/def2-TZVPD.

Structure (XYZ):
```
20
Properties=species:S:1:pos:R:3:forces:R:3:mulliken_charge:R:1
C -0.008 -1.306 0.293 -1.716 6.509 1.464 0.384
C -0.058 1.136 0.926 -2.626 1.107 -2.589 -0.456
C -0.809 1.822 -0.398 4.412 3.165 0.362 -0.847
C -0.278 -3.485 1.064 0.823 -1.964 0.165 -1.144
C -0.474 -2.562 -0.157 2.922 -2.673 -1.814 -0.252
N -0.064 -0.191 0.700 0.195 -7.129 -1.618 0.045
N 0.052 1.928 -1.472 0.880 -1.724 -3.218 -0.786
N 0.912 3.072 -1.567 -1.205 -0.405 1.812 -0.078
H 0.916 1.390 0.832 2.923 1.651 0.467 0.302
H -0.665 1.498 1.677 -0.579 0.131 2.431 0.392
H -1.535 1.243 -0.789 -2.969 -2.085 -0.343 0.417
H -1.087 2.856 -0.200 -0.965 0.023 1.316 0.499
H -0.809 -3.094 1.910 0.247 0.741 0.604 0.357
H 0.788 -3.785 1.306 -1.110 1.020 -0.271 0.312
H -0.761 -4.463 1.026 -0.148 0.002 -0.973 0.362
H -1.475 -2.570 -0.519 -1.004 0.644 0.046 0.285
H 0.136 -2.832 -1.154 -0.969 0.252 2.355 0.272
H 1.144 3.357 -2.501 0.144 -0.564 -0.847 0.321
H 1.723 2.928 -1.009 1.538 -0.038 0.136 0.297
H 0.497 3.884 -1.158 -0.794 1.337 0.516 0.319
```
Positions in Å, forces in eV/Å.

Computed properties:
E_LUMO   -3.67 eV
Max |F|   7.312 eV/A
Frontier orbital gap   7.3 eV
HOMO   -10.936 eV
Charge   +1

***

This record from the Open Molecules 2025 dataset describes a gas-phase ion, C5H12N3 (charge +1) in a non-equilibrium geometry. The level of theory is wB97M-V/def2-TZVPD.

Structure (XYZ):
```
20
Properties=species:S:1:pos:R:3:forces:R:3:mulliken_charge:R:1
C -0.722 -0.707 -0.366 -0.202 -5.829 -0.411 0.325
C -1.200 1.222 -1.283 0.148 0.685 -0.137 -0.395
C 0.005 1.472 -0.335 -0.354 0.980 -0.515 -0.472
C 0.176 0.142 1.730 -0.121 -0.045 1.019 -1.026
C 1.646 -0.374 -0.124 1.010 -0.439 -0.231 -1.032
N -1.500 -0.171 -1.161 -0.205 -0.608 0.174 -0.399
N -0.552 -2.433 -0.272 0.253 5.103 0.271 -0.527
N 0.316 0.131 0.264 -0.200 -0.051 -0.191 0.166
H -2.086 1.811 -1.032 0.178 0.007 0.028 0.334
H -0.966 1.414 -2.334 0.050 0.130 0.168 0.311
H 0.871 1.847 -0.878 0.027 -0.132 0.167 0.324
H -0.253 2.178 0.451 0.136 -0.149 0.057 0.329
H 0.873 0.862 2.160 -0.003 -0.043 -0.164 0.417
H -0.841 0.420 2.007 0.045 0.009 -0.140 0.426
H 0.400 -0.844 2.133 0.000 -0.022 -0.129 0.410
H 2.421 0.277 0.277 -0.143 0.093 0.039 0.412
H 1.775 -1.383 0.264 -0.101 0.099 -0.008 0.411
H 1.725 -0.415 -1.209 -0.112 0.077 0.033 0.423
H -1.232 -2.754 -0.953 -0.233 0.170 0.014 0.315
H -0.857 -2.694 0.661 -0.175 -0.032 -0.043 0.250
```
Positions in Å, forces in eV/Å.

Computed properties:
E_LUMO   -3.02 eV
Max |F|   5.847 eV/A
Frontier orbital gap   11.5 eV
HOMO   -14.568 eV
SMILES string   C[N+]1(C)CCN=C1N
Charge   +1

***

This record from the Open Molecules 2025 dataset describes 2 unconnected molecules or ions with the total composition C5H12N3O in a non-equilibrium geometry. The level of theory is wB97M-V/def2-TZVPD.

Structure (XYZ):
```
21
Properties=species:S:1:pos:R:3:forces:R:3:mulliken_charge:R:1
C -0.555 -0.115 -1.943 -4.059 0.668 -2.323 -0.223
C 1.550 0.865 -1.584 -2.811 -0.912 -1.209 -0.267
C -0.772 0.610 2.071 1.722 -0.870 -0.453 0.583
C -0.083 -0.747 1.841 1.577 -0.670 2.963 -0.810
C 1.046 -1.540 -1.795 2.836 -0.763 -0.190 -0.940
N 0.729 -0.157 -1.709 3.322 3.142 1.963 0.272
N -0.628 1.424 1.104 -0.048 -1.053 -0.116 -0.592
N -1.416 0.294 -1.107 -1.266 -0.348 0.443 -0.151
O -1.271 0.843 3.272 -0.403 0.749 0.345 -0.435
H 2.545 0.656 -1.613 2.665 -0.531 0.106 0.321
H 1.200 1.851 -1.854 -0.249 0.066 0.623 0.265
H -0.109 -1.380 2.795 -0.511 0.720 -1.399 0.330
H 1.047 -0.575 1.795 -1.544 0.143 -0.352 0.249
H -0.384 -1.362 0.988 -0.302 0.497 0.171 0.204
H 2.020 -1.856 -1.403 0.194 0.798 -0.383 0.381
H 0.399 -1.994 -1.134 -1.869 -1.604 0.773 0.356
H 0.922 -1.731 -2.839 -0.086 -1.086 -0.360 0.360
H -1.157 2.242 1.175 -0.731 1.995 0.434 0.166
H -1.165 0.616 -0.110 0.172 0.287 -0.700 0.313
H -2.418 0.253 -1.379 1.104 0.102 0.098 0.253
H -1.500 1.803 3.428 0.290 -1.331 -0.433 0.366
```
Positions in Å, forces in eV/Å.

Computed properties:
E_LUMO (spin up / spin down)   -4.28 / -4.29 eV
Max |F|   4.976 eV/A
Frontier orbital gap (spin up / spin down)   8.2 / 8.2 eV
HOMO (spin up / spin down)   -12.490 / -12.489 eV
Charge   +1

***

This record from the Open Molecules 2025 dataset describes a molecular structure, C5H12N3OP in a non-equilibrium geometry. The level of theory is wB97M-V/def2-TZVPD.

Structure (XYZ):
```
22
Properties=species:S:1:pos:R:3:forces:R:3:mulliken_spin:R:1
C -1.326 1.312 0.386 4.392 -3.149 1.392 0.362
C -2.302 -0.950 0.152 2.270 2.170 -0.423 0.110
C 2.597 -0.209 0.746 -0.120 0.011 -0.254 0.001
C 1.460 0.168 -0.198 0.222 -0.078 0.135 0.021
C -0.979 0.030 -0.246 -1.284 -1.215 0.263 0.070
N -2.458 1.801 0.110 -4.855 2.696 -1.151 0.594
N 0.445 -1.914 -0.163 0.016 -0.336 -0.056 0.001
N 0.260 -0.562 0.209 -0.300 0.063 -0.053 0.010
O -2.194 -2.026 0.646 -0.470 -1.171 0.637 0.169
P -3.879 -0.078 -0.185 1.674 0.568 0.180 0.430
H -0.615 1.722 1.108 -0.233 0.199 -0.148 0.052
H 2.647 -1.296 0.805 0.065 0.065 0.014 0.000
H 3.548 0.165 0.376 0.144 0.081 -0.001 0.000
H 2.415 0.185 1.742 -0.008 0.055 0.091 0.000
H 1.260 1.243 -0.170 -0.008 -0.139 -0.012 -0.001
H 1.736 -0.107 -1.233 -0.131 0.156 0.129 -0.002
H -1.073 0.085 -1.346 0.168 0.079 -0.328 0.078
H -2.722 2.653 0.597 -0.473 -0.467 -0.036 -0.009
H -0.124 -2.499 0.439 0.060 0.162 -0.225 0.000
H 0.175 -2.087 -1.137 -0.031 0.152 0.178 -0.002
H -3.612 0.169 -1.522 -0.067 0.226 -0.604 0.014
H -4.503 -1.314 -0.445 -1.031 -0.127 0.271 0.103
```
Positions in Å, forces in eV/Å.

Computed properties:
E_LUMO (spin up / spin down)   0.71 / -3.26 eV
Max |F|   5.671 eV/A
Frontier orbital gap (spin up / spin down)   5.9 / 5.4 eV
HOMO (spin up / spin down)   -5.167 / -8.632 eV
2S+1   3
Charge   0